No. 1
16
Properties=species:S:1:pos:R:3:forces:R:3:nbo_charge:R:1 method="wB97M-V/def2-TZVPD" multiplicity=3 fmax_ev_per_a=3.7 s2=2.009 relative_energy_kj_mol=267.1
N -2.9477 -0.8739 -0.2133 -1.3 -3.4 -0.2 -0.52
C -2.3885 0.3854 -0.2350 2.3 -2.4 0.1 0.00
C -2.0486 -0.9522 0.7499 0.0 3.2 -1.1 0.32
C 1.2879 -0.9522 0.0334 -0.3 -3.2 -1.6 -0.62
C 0.0746 -0.5577 -0.8078 -0.5 1.1 -1.3 -0.43
C -0.3192 1.3910 0.7615 -1.4 -1.6 2.9 -0.66
C -0.9776 0.1570 0.0881 2.0 0.5 0.5 -0.04
H -0.1612 1.3499 1.8790 0.1 -0.8 -0.9 0.23
H -0.9676 2.2476 0.8014 -0.1 0.6 -1.1 0.23
H 1.5317 -2.0838 -0.0017 -0.9 1.6 0.2 0.22
H 0.4277 0.0172 -1.7229 -0.7 -0.1 1.1 0.21
H 2.2054 -0.5824 -0.3559 0.7 1.1 0.2 0.22
H 0.6276 1.4522 0.3247 1.3 1.1 -0.7 0.22
H 1.0104 -0.6971 1.0045 0.6 0.4 1.9 0.21
H -0.4860 -1.3660 -1.2102 -0.1 -1.1 -0.5 0.22
H -2.9295 1.1908 0.0137 -1.8 3.1 0.6 0.20

---

No. 2
16
Properties=species:S:1:pos:R:3:forces:R:3:nbo_charge:R:1 method="wB97M-V/def2-TZVPD" multiplicity=2 fmax_ev_per_a=1.4 s2=0.764 relative_energy_kj_mol=70.2 charge=+1
N -1.7377 0.7381 -0.7146 0.0 0.1 0.1 -0.52
C 0.1654 -0.2096 0.0840 -1.0 -0.8 0.6 0.08
C -1.2343 -0.1192 -1.6586 0.3 0.3 -0.6 0.18
C -0.0439 -0.6829 -1.1905 0.0 -0.5 0.0 -0.29
C -0.9319 0.6885 0.3468 0.3 0.8 0.5 0.20
C 1.0162 -0.7287 1.1843 0.1 -0.4 0.3 -0.47
C 2.2177 0.1873 1.4968 0.4 -0.8 -0.3 -0.61
H -1.0727 1.2835 1.2444 -0.2 -0.1 -0.2 0.25
H 2.5458 0.7077 0.6001 -0.2 0.4 0.0 0.22
H -2.5186 1.3728 -0.8472 0.1 -0.2 0.1 0.46
H 3.0840 -0.4283 1.7435 -0.1 0.0 0.4 0.25
H 2.0056 0.8645 2.3149 0.1 0.2 -0.1 0.23
H 0.5065 -1.4853 -1.6661 -0.1 0.3 -0.1 0.27
H 0.4059 -0.9014 2.0752 -0.2 0.7 0.1 0.25
H 1.2658 -1.7760 1.0172 0.6 0.2 -0.7 0.25
H -1.7176 -0.2286 -2.6156 -0.1 -0.1 0.0 0.25

---

No. 3
17
Properties=species:S:1:pos:R:3:forces:R:3:nbo_charge:R:1 method="wB97M-V/def2-TZVPD" multiplicity=3 fmax_ev_per_a=4.8 s2=2.030 relative_energy_kj_mol=324.0 charge=+1
N -0.2521 0.2862 -0.0456 -2.0 -4.2 -0.6 -0.23
N 2.1098 1.0316 0.3627 -2.4 -1.9 -0.4 -0.42
C -1.5085 0.9578 -0.3124 0.6 1.8 -0.7 -0.42
C -0.2561 -1.0450 0.2862 2.6 1.7 2.7 -0.01
C 0.7094 1.1732 0.1880 2.9 3.5 1.3 -0.01
C 3.7152 -0.5086 -0.6810 1.5 -1.8 -0.8 -0.06
C 2.8579 0.0497 -0.0700 -0.8 1.3 0.2 0.12
C -1.1073 -1.9903 -0.0824 -2.7 1.0 -2.9 -0.27
H -1.8650 -1.8141 -0.8948 0.9 0.0 0.9 0.22
H -1.0677 1.9924 -0.4073 -2.1 -0.7 0.1 0.23
H -1.1952 -2.9342 0.3252 0.4 -1.7 1.0 0.23
H 4.4371 -1.1234 -1.1654 0.1 0.0 0.0 0.27
H 0.4723 -1.2298 1.1245 -0.4 -0.2 -1.2 0.22
H -2.1806 0.7837 0.5399 0.1 0.3 -0.5 0.24
H 0.3341 2.1723 0.3599 0.8 -0.1 0.3 0.21
H -1.9413 0.7357 -1.2860 -0.1 -0.4 0.1 0.25
H 2.5948 1.8521 0.5887 0.6 1.5 0.6 0.44

---

No. 4
18
Properties=species:S:1:pos:R:3:forces:R:3:nbo_charge:R:1 method="wB97M-V/def2-TZVPD" smiles="Cc1c[nH+]c(C=O)n1C" fmax_ev_per_a=4.9 relative_energy_kj_mol=63.9 charge=+1
O -3.6847 -0.6725 -1.5893 -0.1 0.4 1.5 -0.43
N -0.5758 -0.0911 0.0390 0.4 -0.1 -1.5 -0.27
N -1.0753 -0.4057 -2.1194 0.3 -0.2 4.3 -0.44
C -1.5542 -0.4559 -0.7539 -0.6 0.7 -4.8 0.29
C -3.0603 -0.4464 -0.5764 1.8 -1.4 -3.5 0.39
C 1.8097 0.6171 -0.0846 2.2 0.9 2.5 -0.69
C 0.2515 -0.0900 -2.0500 0.4 1.5 0.6 -0.01
C 0.5898 0.1411 -0.7092 -1.5 -0.6 -0.9 0.15
C -0.7039 -0.3025 1.4487 -2.4 -2.6 2.5 -0.45
H -1.6011 -0.6876 -2.9335 -0.3 0.2 0.1 0.47
H -0.8232 -1.4640 1.5317 0.8 2.0 0.3 0.24
H 2.4859 1.0739 -0.8267 -0.4 -0.1 0.3 0.27
H 0.8425 0.2685 -2.9224 -0.5 -0.9 0.8 0.27
H -1.7644 -0.0097 1.9672 2.8 0.2 -1.6 0.26
H 2.4578 -0.1848 0.4479 -1.3 1.0 -0.9 0.26
H 1.6029 1.4241 0.7501 0.3 -1.5 -1.8 0.25
H -3.3759 -0.2548 0.3890 -1.4 0.5 2.0 0.16
H 0.1834 0.0442 1.9824 -0.5 0.0 0.0 0.26

---

No. 5
19
Properties=species:S:1:pos:R:3:forces:R:3:nbo_charge:R:1 method="wB97M-V/def2-TZVPD" multiplicity=2 fmax_ev_per_a=2.9 s2=0.766 relative_energy_kj_mol=90.5
O 2.4355 -0.7504 -3.7718 -0.1 -1.1 0.9 -0.54
O 1.6922 1.2202 -3.3332 0.9 -0.3 -1.9 -0.77
N -2.3032 0.2966 1.6368 -0.1 0.5 -1.8 -0.50
N -0.0560 0.4323 1.1771 0.1 -0.6 -0.6 -0.51
C 1.2800 -0.3124 -1.5773 0.8 -2.0 -0.5 -0.72
C -2.2648 -0.9791 3.7515 0.6 2.3 0.8 -0.67
C -1.6333 -0.2375 2.5984 -0.4 -2.3 1.8 0.25
C -1.3287 0.6353 0.7135 0.5 -0.2 1.7 0.28
C -0.1890 -0.2198 2.3277 0.2 1.7 -1.8 0.01
C 1.8693 -0.1050 -2.9495 -0.8 2.6 -0.3 0.80
H -3.2899 -0.7001 3.9575 -0.6 -0.6 -1.0 0.24
H 0.3034 0.1384 -1.4943 0.0 0.1 0.0 0.23
H 1.2549 -1.3876 -1.3294 -0.2 0.4 -0.1 0.23
H 1.3184 1.9823 -2.9141 -0.5 -0.2 1.4 0.50
H -1.5081 0.9561 -0.2987 -0.3 0.2 0.1 0.19
H 0.7570 -0.4946 2.7793 -0.6 -0.3 0.7 0.22
H -2.0305 -2.0331 3.7657 -0.1 -0.2 0.0 0.24
H -1.8641 -0.4686 4.6445 0.7 -0.7 0.1 0.23
H 1.9788 0.1206 -0.8854 0.1 0.5 0.5 0.25

---

No. 6
19
Properties=species:S:1:pos:R:3:forces:R:3:nbo_charge:R:1 method="wB97M-V/def2-TZVPD" multiplicity=2 fmax_ev_per_a=1.7 s2=0.756 relative_energy_kj_mol=60.4
O -0.9650 -3.0324 1.8968 0.7 -0.2 -0.5 -0.50
O 0.8960 -2.1443 1.2560 0.2 -0.5 -0.2 -0.24
N -0.8543 0.8234 -1.4855 -0.5 0.4 -0.4 -0.47
N 1.2288 0.4802 -0.8705 0.4 0.7 -0.3 -0.54
C -0.7980 3.1978 -2.2551 0.1 -0.6 0.0 -0.63
C 1.1744 1.7506 -1.4184 0.7 -0.2 0.1 -0.13
C -0.1008 1.9418 -1.8248 -0.7 0.3 0.8 0.10
C -0.2948 -1.0239 3.0215 0.3 -0.7 -0.1 -0.74
C -0.1304 -2.1511 2.0296 -1.1 1.0 0.9 0.73
C -0.0296 -0.0108 -0.9487 0.7 -1.4 0.1 0.18
H -0.1823 -1.0371 -0.6289 -0.5 0.3 -0.2 0.20
H -1.4648 3.4932 -1.4484 -0.1 0.2 0.0 0.22
H 2.0924 -0.0291 -0.7692 -0.3 -0.1 0.3 0.42
H -0.0952 4.0032 -2.4605 -0.1 0.0 -0.1 0.21
H 0.5686 -0.3703 3.0608 0.1 0.2 -0.1 0.23
H -0.4029 -1.5152 3.9871 -0.1 0.1 0.1 0.25
H -1.2105 -0.4904 2.7790 0.0 0.1 0.0 0.26
H -1.4236 2.9848 -3.1210 0.1 0.2 -0.1 0.22
H 2.0387 2.3858 -1.3550 0.0 0.2 -0.3 0.21

---

No. 7
19
Properties=species:S:1:pos:R:3:forces:R:3:nbo_charge:R:1 method="wB97M-V/def2-TZVPD" fmax_ev_per_a=5.8 relative_energy_kj_mol=543.4 charge=+1
O 2.7279 1.0945 -1.0098 -3.1 -2.9 2.1 -0.44
O 2.1351 -0.4143 1.9358 0.5 0.7 -0.5 -0.37
N -0.1318 -2.4367 0.4412 3.4 -0.3 3.2 -0.80
N -0.8000 1.1823 -0.2893 -2.6 -0.6 -0.9 -0.49
C -1.5510 1.5299 0.9822 -1.8 2.9 -1.9 -0.41
C 1.8875 0.2786 -0.5343 4.0 3.1 -2.9 0.37
C 0.1411 -1.1248 0.1877 2.2 1.1 -1.3 0.09
C -0.5058 -0.1931 -0.7849 -0.3 -3.1 0.3 -0.12
C 1.6849 -0.1505 0.8979 -2.8 -2.5 0.3 0.58
C 0.9041 -0.5656 -1.2020 -0.1 0.7 -1.0 -0.37
H -1.1487 1.0693 1.8253 0.5 -1.3 1.1 0.25
H -1.2986 2.6766 1.1006 -0.9 -2.2 -0.2 0.24
H -2.6575 1.3797 0.7840 1.5 0.1 0.7 0.25
H -1.2141 -0.6533 -1.5808 0.6 1.3 1.8 0.27
H -0.6682 -2.9874 -0.1364 -1.7 -1.1 -1.6 0.39
H 0.7002 -3.0334 0.8431 -2.2 1.9 -1.0 0.42
H 1.0471 -0.9377 -2.2743 -0.1 0.5 1.8 0.29
H -1.2704 1.6320 -1.0831 0.2 0.4 0.3 0.45
H 0.0182 1.6541 -0.1030 2.8 1.2 -0.4 0.43

---

No. 8
19
Properties=species:S:1:pos:R:3:forces:R:3:nbo_charge:R:1 method="wB97M-V/def2-TZVPD" smiles="C[N+](=C=O)CC(=O)N1CC1" fmax_ev_per_a=3.2 relative_energy_kj_mol=388.0 charge=+1
O -1.6449 -1.6906 -1.4703 0.8 0.9 1.2 -0.48
O 0.9865 1.8592 -1.0516 -0.1 0.6 0.0 -0.32
N -1.3418 0.2760 -0.3154 0.9 0.0 1.2 -0.48
N 1.2466 -0.2481 -0.0037 0.7 -0.7 0.9 -0.44
C -1.6095 0.9047 0.9953 1.2 2.7 0.1 -0.23
C -2.5173 1.0847 -0.1588 -0.5 0.7 -1.5 -0.21
C 2.7065 -0.3143 0.2718 3.2 -0.4 0.4 -0.46
C 0.3774 -1.4505 -0.0799 -0.6 -0.6 -2.1 -0.30
C 0.9250 0.8416 -0.5559 -0.5 0.3 -0.4 1.01
C -1.0416 -1.0027 -0.6755 0.3 -1.9 -0.6 0.67
H -1.9915 0.3017 1.7737 -0.1 -0.8 0.7 0.23
H 0.8433 -2.1822 -0.8488 -0.8 1.1 1.5 0.27
H -0.9533 1.8456 1.3541 -1.4 -2.4 -1.0 0.23
H 3.2307 0.6404 0.5681 -1.5 -0.6 0.0 0.26
H 3.1352 -1.0954 0.9864 -1.8 0.9 -0.5 0.28
H 0.2578 -1.8973 0.9024 0.2 0.0 0.0 0.26
H -2.2909 1.9293 -0.7837 -0.6 0.8 0.2 0.22
H 3.2515 -0.5544 -0.6401 -0.4 -0.2 -0.4 0.24
H -3.5698 0.7521 -0.2679 1.0 -0.4 0.4 0.26